Here is an isolated ion of composition C2H10N2O2P and charge +1 in a non-equilibrium geometry from the Open Molecules 2025 dataset. Energies are from ωB97M-V with the def2-TZVPD basis set.

Kohn-Sham gap (spin up / spin down) in eV: 6.14 / 6.20
LUMO energy (spin up / spin down) in eV: -3.158 / -7.685
M in g/mol: 125.1
Total charge: +1
Energy above the lowest of the compared OMol25 structures with the same formula, charge and spin in kcal/mol: 40.8
Multiplicity: 3
HOMO level (spin up / spin down) in Ha: -0.34153 / -0.51046
E in eV: -18586.84872
<S²>: 2.0093
Maximum force in eV Å⁻¹: 7.37

XYZ file:
```
17
C2H10N2O2P (ωB97M-V with the def2-TZVPD basis set)
C 0.25230 1.54962 1.00265
C -1.46665 -0.20101 -0.99374
N 2.24501 -1.15305 0.40429
N -2.31462 -0.53730 0.12771
O 1.25412 0.82188 -1.33108
O 0.81457 -1.19456 0.38042
P 0.16991 0.25567 -0.29009
H 0.06111 2.42379 0.48792
H -0.44378 1.41607 1.70712
H 1.15039 1.36953 1.47976
H -1.97955 0.65785 -1.34035
H -1.24046 -0.77727 -1.86148
H 2.41821 -1.09601 1.39326
H 2.73014 -1.87982 -0.09308
H 2.02505 0.26341 -1.40538
H -3.31740 -0.36087 0.06678
H -2.35836 -1.55792 0.26529
```

natural (NBO) atomic charge list, values in e, 5 entries: number 1, C, carries -0.9179; number 2, C, carries -0.5404; number 3, N, carries -0.2588; number 4, N, carries -0.8348; number 5, O, carries -0.9476